[1]
{
  "formula": "C22H21N3O4",
  "method": "ωB97M-V/def2-TZVPD",
  "symbols": ["C", "O", "C", "C", "C", "C", "C", "O", "N", "C", "C", "C", "C", "C", "C", "N", "C", "N", "C", "C", "C", "C", "C", "C", "C", "O", "O", "C", "C", "H", "H", "H", "H", "H", "H", "H", "H", "H", "H", "H", "H", "H", "H", "H", "H", "H", "H", "H", "H", "H"],
  "coordinates": [[-1.047381, 5.687411, 3.394413], [-0.796315, 5.108149, 2.162035], [-0.943488, 3.762468, 2.034472], [-0.317767, 3.210375, 0.908165], [-0.324382, 1.823492, 0.662639], [-0.904720, 0.965937, 1.620881], [-0.909098, -0.496893, 1.546556], [-1.800147, -1.081952, 2.142561], [-0.168635, -1.207799, 0.641546], [1.171450, -0.805052, 0.453715], [1.936166, -0.597174, 1.598337], [3.240300, -0.149308, 1.574648], [3.864799, 0.072667, 0.352404], [3.123598, -0.117250, -0.831314], [1.801654, -0.554870, -0.825847], [1.173748, -0.755687, -2.075952], [1.978442, -1.545268, -3.046869], [-0.201539, -0.755742, -2.315672], [-0.923261, -0.117301, -3.320884], [-2.276627, -0.375615, -3.243981], [-2.417919, -1.181383, -2.035555], [-1.162653, -1.376940, -1.526798], [-0.865721, -2.120366, -0.259466], [-0.125036, -3.424346, -0.469371], [-0.804889, -4.299305, -1.543238], [-0.068217, -4.949252, -2.249992], [-2.132304, -4.532959, -1.432047], [-1.530290, 1.550259, 2.758146], [-1.609244, 2.926351, 2.912859], [-2.147210, 5.710755, 3.538556], [-0.567578, 5.090111, 4.195187], [-0.681295, 6.695308, 3.462450], [0.208116, 3.787822, 0.170718], [0.112717, 1.456303, -0.273802], [1.548765, -0.801295, 2.612812], [3.796842, 0.004867, 2.502943], [4.867500, 0.488927, 0.359312], [3.651100, 0.055059, -1.761029], [2.788696, -2.133255, -2.551202], [2.433722, -0.920574, -3.819237], [1.303733, -2.253860, -3.559173], [-0.547660, 0.439877, -4.142794], [-3.069822, -0.000647, -3.871798], [-3.336493, -1.526490, -1.614339], [-1.838100, -2.393535, 0.183321], [-0.121266, -4.022298, 0.449947], [0.895158, -3.302795, -0.787338], [-2.237229, -5.308742, -2.007295], [-1.900068, 0.915095, 3.545110], [-2.120148, 3.356719, 3.781260]],
  "forces_ev_per_angstrom": [[-1.2, -0.8, 1.4], [0.5, -0.1, -1.0], [0.7, 0.0, -1.0], [-0.1, -1.5, -0.4], [-0.5, 0.7, 0.8], [0.6, 1.6, 0.8], [-2.4, -0.8, 0.2], [0.0, -0.3, 0.3], [1.2, 0.4, -0.2], [0.9, 0.2, -1.1], [-0.2, -0.2, 1.0], [0.7, 0.2, -0.4], [-1.0, 0.2, 0.0], [0.9, 0.0, 0.7], [-1.3, 0.0, 1.3], [0.8, -0.5, -1.1], [-0.4, -0.6, -0.1], [-1.5, 0.1, 0.7], [-0.6, 0.2, -0.8], [1.2, -0.9, 2.2], [0.6, 1.0, -1.4], [-0.4, -0.8, 0.2], [-0.1, 0.1, -0.1], [-1.2, -0.2, -0.4], [1.8, -0.7, 1.4], [-1.0, 0.2, -0.6], [0.8, 0.2, -0.3], [0.7, -0.1, -1.0], [-0.1, 0.2, 0.9], [0.5, 0.1, 0.4], [-0.3, 0.3, -0.2], [0.3, 0.4, -0.5], [-0.1, 0.7, 0.1], [-0.1, 0.1, 0.6], [-0.3, 0.0, -0.8], [-0.3, -0.1, -0.3], [-0.1, -0.3, -0.4], [-0.3, 0.1, -0.1], [-0.7, 0.5, -0.2], [0.0, 0.1, 0.1], [0.3, 0.2, 0.3], [1.1, 0.3, -0.1], [0.3, 0.0, -0.1], [-0.2, -0.2, 0.3], [0.5, 0.5, 0.0], [0.0, 0.1, -0.1], [0.4, 0.1, -0.2], [-0.4, 0.1, -0.1], [-0.3, -0.2, -0.1], [0.2, -0.3, -0.3]],
  "lowdin_charge": [-0.10, -0.08, -0.28, 0.02, 0.01, -0.13, -0.41, 0.08, 0.04, -0.15, -0.02, -0.09, -0.07, -0.03, -0.16, -0.07, -0.03, -0.01, -0.08, -0.06, -0.02, -0.19, -0.20, -0.02, -0.49, 0.09, 0.12, 0.01, -0.02, 0.10, 0.10, 0.08, 0.11, 0.12, 0.14, 0.11, 0.10, 0.11, 0.10, 0.08, 0.09, 0.10, 0.09, 0.10, 0.16, 0.15, 0.11, 0.13, 0.12, 0.11],
  "e_above_lowest_kcal_mol": 61.31,
  "e_lumo_ha": 0.0202,
  "charge": 0,
  "max_force_ev_per_a": 2.6
}


[2]
{
  "formula": "C4H7FN2O",
  "method": "ωB97M-V/def2-TZVPD",
  "symbols": ["C", "C", "C", "F", "N", "N", "C", "O", "H", "H", "H", "H", "H", "H", "H"],
  "coordinates": [[1.348847, 0.797412, 1.428169], [0.473129, 0.042393, 0.464028], [0.687527, -1.437622, 0.509606], [-0.104366, -2.180991, -0.353730], [-0.338614, 0.708990, -0.253303], [-1.175001, 0.124360, -1.146215], [-2.018103, 0.911672, -1.873452], [-2.786774, 0.485797, -2.696129], [2.393801, 0.614322, 1.203716], [1.136077, 1.842108, 1.316309], [1.184771, 0.489113, 2.492008], [0.494291, -1.797937, 1.539666], [1.764731, -1.655521, 0.278368], [-1.189226, -0.914904, -1.294618], [-1.871091, 1.970807, -1.614424]],
  "forces_ev_per_angstrom": [[-0.3, -0.6, 0.6], [-0.3, 0.1, -0.1], [0.9, -0.5, 0.5], [0.1, 0.0, 0.0], [0.2, 0.2, 0.2], [0.0, -1.9, -0.2], [0.3, 0.2, 0.1], [-0.2, 0.0, -0.1], [0.3, 0.0, 0.0], [0.0, 0.5, 0.1], [0.0, 0.2, -0.8], [0.0, 0.1, -0.4], [-0.9, 0.1, 0.1], [0.0, 1.6, 0.2], [-0.2, 0.1, -0.1]],
  "lowdin_charge": [-0.04, -0.34, -0.14, -0.05, 0.08, 0.00, -0.35, 0.03, 0.08, 0.07, 0.10, 0.13, 0.14, 0.16, 0.13],
  "e_above_lowest_kcal_mol": 32.64,
  "e_lumo_ha": 0.0266,
  "charge": 0,
  "max_force_ev_per_a": 1.9
}


[3]
{
  "formula": "C4H8",
  "method": "ωB97M-V/def2-TZVPD",
  "symbols": ["C", "C", "C", "C", "H", "H", "H", "H", "H", "H", "H", "H"],
  "coordinates": [[0.086712, -0.030502, 1.602852], [0.038936, -0.006532, 0.258908], [-0.556438, 1.114944, -0.468584], [0.499532, -1.117360, -0.708284], [0.507799, -0.908440, 2.204910], [-0.235250, 0.889580, 2.134884], [0.114615, 1.411292, -1.379586], [-0.660239, 1.937711, 0.134970], [-1.567626, 0.764385, -0.823624], [0.804073, -1.947150, -0.121330], [1.324581, -0.750721, -1.347582], [-0.356696, -1.357211, -1.487536]],
  "forces_ev_per_angstrom": [[0.7, -0.6, 0.0], [0.6, -1.4, 0.1], [0.2, -0.9, -3.2], [-1.7, 1.2, -0.9], [-0.7, 1.4, -1.0], [0.2, -0.9, -0.2], [-1.4, -0.5, 1.4], [-0.5, 2.1, 1.4], [0.9, 0.6, 0.0], [0.2, -1.1, 0.1], [-0.2, -0.1, 0.5], [1.5, 0.2, 1.8]],
  "lowdin_charge": [0.02, -0.46, -0.11, -0.08, 0.08, 0.06, 0.12, 0.03, 0.10, 0.04, 0.07, 0.12],
  "e_above_lowest_kcal_mol": 12.56,
  "e_lumo_ha": 0.0405,
  "charge": 0,
  "max_force_ev_per_a": 3.3
}


[4]
{
  "formula": "CH10N2O3",
  "method": "ωB97M-V/def2-TZVPD",
  "symbols": ["H", "N", "C", "N", "H", "H", "H", "O", "H", "H", "O", "H", "H", "O", "H", "H"],
  "coordinates": [[-2.764469, 1.203696, 0.690398], [-2.018545, 0.833316, 0.155032], [-1.654236, 1.489132, -0.883836], [-0.737373, 0.957963, -1.709301], [-2.083439, 2.427075, -1.298970], [-0.515007, 1.315512, -2.654584], [0.001570, 0.436157, -1.273638], [2.169182, -0.635243, 1.410973], [2.028155, 0.233292, 1.816184], [1.255862, -1.109347, 1.299308], [-0.383867, -1.168491, 1.716040], [-1.109752, -0.767243, 1.169923], [-0.483743, -0.756020, 2.594689], [1.753533, -0.931856, -1.200690], [1.955439, -0.602158, -0.293487], [2.381601, -1.611446, -1.442410]],
  "forces_ev_per_angstrom": [[-0.6, 0.9, 0.3], [1.0, -0.3, -0.3], [-1.2, -0.1, -0.5], [1.3, 0.4, -1.3], [-0.2, -0.5, 0.6], [-0.4, 0.0, 1.4], [0.1, -0.8, -0.3], [-1.0, -0.7, -0.3], [-0.3, -0.5, -0.1], [1.5, 1.5, 0.9], [-1.1, 0.3, 0.3], [0.7, 0.0, 0.2], [0.1, -0.3, -0.6], [-0.6, 0.6, -0.1], [0.5, -0.6, -0.5], [0.2, 0.0, 0.2]],
  "lowdin_charge": [0.02, 0.05, -0.37, 0.08, 0.12, 0.12, 0.05, -0.12, 0.05, 0.05, -0.09, 0.03, 0.07, -0.09, -0.01, 0.03],
  "e_above_lowest_kcal_mol": 13.94,
  "e_lumo_ha": 0.0294,
  "charge": 0,
  "max_force_ev_per_a": 2.3
}